i:
20
Properties=species:S:1:pos:R:3 method="wB97M-V/def2-TZVPD" orbital_gap_ev=10.18 homo_energy_ev=-9.51 total_charge=0
O -0.25 1.64 -0.39
C -0.45 0.28 -0.10
C 0.83 -0.45 -0.49
C 2.10 0.09 0.06
N 2.65 0.46 1.11
C -0.99 -0.10 1.30
C -1.94 -1.11 0.62
C -1.70 -0.39 -0.72
H -1.05 2.13 -0.20
H 0.76 -1.50 -0.17
H 0.91 -0.46 -1.59
H -0.26 -0.47 2.03
H -1.55 0.74 1.74
H -1.52 -2.13 0.61
H -2.97 -1.15 0.98
H -2.48 0.37 -0.91
H -1.56 -0.99 -1.63
O 3.20 0.84 -1.00
H 3.58 1.09 0.51
H 2.65 1.11 -1.74

---

ii:
20
Properties=species:S:1:pos:R:3 method="wB97M-V/def2-TZVPD" orbital_gap_ev=8.50 homo_energy_ev=-8.27 total_charge=0
C 0.65 1.31 0.50
C -1.92 -0.35 -0.48
C -2.46 0.99 -0.80
N -0.19 0.22 1.03
C 0.67 -0.05 -0.13
C 1.83 -1.00 0.04
C 2.71 -0.98 1.05
O 1.87 -1.93 -0.94
O -0.07 -0.28 -1.23
H 1.12 -1.68 -1.53
H 0.14 -0.15 1.92
H 0.10 2.08 -0.04
H 1.47 1.66 1.11
H -2.21 -0.77 0.47
H -1.98 -1.10 -1.26
H 2.65 -0.24 1.83
H 3.51 -1.70 1.09
H -3.54 0.88 -0.97
H -2.01 1.39 -1.70
H -2.33 1.69 0.03

---

Quick ranking, most stable first: i, ii.

---

i:
20
Properties=species:S:1:pos:R:3 method="wB97M-V/def2-TZVPD" orbital_gap_ev=9.02 smiles="CC(=O)CN(C)C(C)=O" homo_energy_ev=-8.47 total_charge=0
C -0.56 -0.38 -0.89
C -2.11 1.33 -0.07
C 1.70 1.20 0.02
C 0.99 -2.36 0.17
N -0.77 0.93 -0.43
C 0.28 1.33 0.52
C -0.06 -1.31 0.47
O -0.04 1.96 1.49
O -0.80 -1.38 1.42
H -1.47 -0.85 -1.28
H 0.27 -0.46 -1.56
H -2.08 2.36 0.29
H -2.54 0.73 0.73
H -2.75 1.26 -0.95
H 2.22 2.13 0.25
H 2.17 0.40 0.59
H 1.83 0.97 -1.03
H 1.71 -1.99 -0.54
H 1.50 -2.65 1.07
H 0.51 -3.24 -0.27

---

ii:
20
Properties=species:S:1:pos:R:3 method="wB97M-V/def2-TZVPD" orbital_gap_ev=9.11 smiles="CC(=O)[C@@H](N)[C@@H]1O[C@H]1C" homo_energy_ev=-8.25 total_charge=0
C 0.27 -0.81 -0.08
C 1.94 -0.13 0.24
C -0.63 0.32 -0.53
C 2.86 -0.85 -0.70
C -2.78 0.36 0.93
C -2.07 -0.17 -0.29
N -0.39 1.60 0.11
O 1.04 -0.75 1.06
O -2.58 -0.96 -1.06
H -0.04 -1.82 -0.35
H 2.28 0.82 0.64
H -0.54 0.46 -1.61
H -0.20 1.48 1.10
H 0.41 2.07 -0.30
H 2.82 -0.44 -1.72
H 2.58 -1.90 -0.76
H 3.90 -0.75 -0.36
H -2.18 0.19 1.82
H -2.93 1.43 0.83
H -3.75 -0.14 1.03

---

Quick ranking, most stable first: i, ii.

---

i:
20
Properties=species:S:1:pos:R:3 method="wB97M-V/def2-TZVPD" orbital_gap_ev=10.37 smiles="C[C@](O)(C(N)=O)C1CC1" homo_energy_ev=-9.58 total_charge=0
C -1.69 -0.31 0.06
C 1.41 -1.17 1.19
C 2.09 -0.51 0.05
C 0.76 0.05 0.45
C -0.37 1.45 -1.28
C -0.32 0.06 -0.62
N -1.94 0.39 1.19
O -2.51 -1.09 -0.34
O -0.15 -0.90 -1.64
H 0.85 -2.10 1.17
H 1.75 -0.72 2.12
H 2.89 0.07 0.34
H 2.23 -0.87 -1.08
H 0.82 0.96 1.04
H 0.19 2.21 -0.71
H -1.32 1.96 -1.44
H 0.08 1.37 -2.23
H -1.25 0.84 1.63
H -2.73 -0.04 1.72
H -0.79 -1.62 -1.62

---

ii:
20
Properties=species:S:1:pos:R:3 method="wB97M-V/def2-TZVPD" orbital_gap_ev=10.92 smiles=C[C@@]1(CC#N)C[C@H]1O.O homo_energy_ev=-10.38 total_charge=0
C 0.13 0.77 1.38
C 0.21 0.68 -0.13
C 0.37 -0.74 -0.66
C -0.82 -1.57 -0.44
N -1.85 -2.12 -0.39
C -0.58 1.66 -0.97
C 0.91 1.77 -0.88
O 1.48 2.79 -0.13
H -0.01 1.80 1.71
H -0.71 0.17 1.76
H 1.06 0.39 1.84
H 0.57 -0.73 -1.75
H 1.23 -1.23 -0.18
H -1.02 1.32 -1.91
H -1.16 2.41 -0.43
H 1.50 1.48 -1.76
H 1.39 3.63 -0.59
O -0.95 -4.30 1.54
H -0.09 -4.16 1.08
H -1.66 -4.01 0.91

---

Quick ranking, most stable first: ii, i.

---

i:
52
Properties=species:S:1:pos:R:3 method="wB97M-V/def2-TZVPD" orbital_gap_ev=10.97 homo_energy_ev=-13.44 total_charge=+1
O 2.24 -1.55 0.01
H 2.11 -2.64 0.17
H 2.52 -1.09 0.92
O 0.98 0.99 0.31
H 1.30 -1.94 2.68
H 1.43 -1.02 -0.11
O -3.64 -1.90 -1.89
H -3.96 -2.24 -2.75
H -3.60 -0.96 -2.16
O -3.84 2.19 -0.62
H -2.94 2.50 -0.76
H -0.45 3.49 -1.44
O 0.45 -5.44 -1.55
H 0.08 0.67 -3.72
O 1.18 4.51 2.15
H 0.95 4.45 3.08
H 1.65 5.33 1.99
O 3.72 0.62 2.02
H 4.68 0.68 1.81
H 3.68 1.40 2.59
O 0.37 -0.22 -3.96
H -0.47 -5.71 -1.45
H 0.29 -0.22 -4.94
O -3.05 2.04 3.80
H -1.86 -1.40 -1.06
H -3.48 1.16 3.90
O -0.85 3.66 0.54
H -1.39 4.30 1.03
H -0.12 3.57 1.17
O -0.78 -0.32 1.66
H -0.64 -0.17 0.72
H -1.23 0.49 1.92
O 1.59 -1.12 2.26
H -0.96 -0.63 -1.88
H 0.76 -0.60 2.40
O 2.78 0.94 -3.54
H 2.26 0.42 -4.17
H 2.97 0.38 -2.77
O 1.76 -3.83 0.72
H 1.62 -4.44 -0.03
H 0.67 1.82 -0.08
O -0.28 2.55 -1.54
H 0.48 2.34 -2.10
H 1.48 1.31 1.07
O -0.95 -1.06 -1.01
H -4.30 2.11 -1.46
H 0.75 -3.62 0.84
O -0.76 -3.27 1.20
H -1.06 -3.93 1.84
H -1.01 -2.33 1.32
H 0.40 -4.75 -2.24
H -3.55 2.48 3.10

---

ii:
52
Properties=species:S:1:pos:R:3 method="wB97M-V/def2-TZVPD" orbital_gap_ev=10.85 homo_energy_ev=-13.76 total_charge=+1
O -0.66 4.68 0.92
H 0.35 2.01 3.66
H -1.18 5.10 1.60
O -4.69 -2.23 0.24
H -1.48 2.35 2.43
H 3.38 0.58 1.65
O -1.89 -3.02 0.47
H -2.76 -2.59 0.46
H -1.42 -2.57 1.19
O -3.01 -3.29 -1.91
H -3.57 -4.01 -1.61
H 2.66 -2.12 -2.58
O 0.22 -1.32 -1.43
H 4.37 0.42 -0.26
O -3.34 1.93 -3.26
H -4.29 1.82 -3.18
H 5.16 2.56 -0.45
O 3.28 1.36 2.22
H -3.03 1.89 -4.16
H 4.09 1.24 2.72
O 4.56 -0.51 -0.04
H 0.98 -1.51 -2.16
H 5.48 -0.68 0.12
O -3.90 0.45 0.56
H 1.80 2.92 -3.14
H -4.51 0.20 -0.13
O 4.41 2.06 -0.81
H -1.39 0.91 0.18
H 3.74 2.49 -0.24
O -1.00 -1.14 2.58
H -1.75 -1.44 3.09
H -0.26 -0.86 3.13
O -1.50 2.25 1.48
H 1.69 1.63 -2.36
H -0.76 2.77 1.15
O 3.75 -3.85 0.76
H 3.30 -3.41 0.07
H 3.76 -3.36 1.57
O 0.32 1.26 3.05
H 1.10 1.50 2.53
H -5.11 -1.50 0.65
O 1.86 -1.95 -3.09
H 1.97 -1.66 -4.00
H -4.54 -2.02 -0.69
O 2.28 2.37 -2.51
H -2.29 -3.13 -1.30
H -1.09 3.91 0.40
O -0.85 0.11 0.28
H -0.19 -0.64 -0.70
H -0.35 0.40 0.97
H -0.25 -2.11 -1.12
H -3.45 -0.26 1.02

---

Quick ranking, most stable first: i, ii.

---

i:
19
Properties=species:S:1:pos:R:3 method="wB97M-V/def2-TZVPD" orbital_gap_ev=8.34 smiles="CC(C)([NH3+])CC=S" homo_energy_ev=-12.37 total_charge=+1
C 2.11 -1.04 -0.39
C 0.15 1.27 -1.01
C 0.57 0.77 1.36
C 0.53 -1.15 -0.11
C -0.05 0.24 0.03
N -1.57 0.02 0.29
S 3.25 0.12 -0.19
H 2.49 -1.98 -0.76
H -0.31 0.92 -1.99
H -0.37 2.15 -0.75
H 1.23 1.40 -1.10
H 0.30 0.13 2.25
H 1.66 0.48 1.11
H 0.33 1.84 1.31
H 0.06 -1.79 -0.95
H 0.57 -1.76 0.87
H -2.14 0.13 -0.57
H -1.78 0.77 0.88
H -1.82 -0.87 0.92

---

ii:
19
Properties=species:S:1:pos:R:3 method="wB97M-V/def2-TZVPD" orbital_gap_ev=8.64 homo_energy_ev=-12.87 total_charge=+1
C 0.13 1.55 -0.10
C 0.36 2.75 -0.28
C -2.26 -0.80 -0.41
C -0.06 -0.15 1.52
C -0.82 -0.59 -0.73
N -0.11 0.36 0.21
S 3.40 -0.98 -0.51
H -0.40 3.53 0.11
H 4.60 -1.65 -0.64
H 1.34 3.03 -0.56
H -2.44 -1.54 0.47
H -2.79 0.22 -0.12
H -2.83 -1.23 -1.26
H -0.91 0.04 2.21
H 0.76 0.42 1.95
H 0.29 -1.25 1.57
H -0.70 -0.01 -1.66
H -0.24 -1.61 -0.80
H 2.69 -2.11 -0.98

---

Quick ranking, most stable first: i, ii.

---

i:
19
Properties=species:S:1:pos:R:3 method="wB97M-V/def2-TZVPD" orbital_gap_ev="3.85 / 3.87" homo_energy_ev="-12.82 / -12.81" total_charge=+1
C 1.11 0.34 1.83
C -1.70 1.33 2.16
C -1.55 0.21 -0.21
C 2.43 -2.06 -3.28
C -0.90 1.19 0.79
N 0.43 0.64 0.82
S 1.37 -1.79 -1.93
H 2.12 -0.02 1.60
H 0.60 0.35 2.77
H -1.64 2.25 2.89
H -2.87 1.14 1.91
H -1.50 0.48 2.70
H -1.91 -0.68 0.27
H -0.86 -0.02 -1.04
H -2.48 0.60 -0.60
H 2.57 -3.00 -3.83
H 3.39 -1.83 -3.00
H 2.22 -1.28 -4.13
H -0.82 2.15 0.29

---

ii:
19
Properties=species:S:1:pos:R:3 method="wB97M-V/def2-TZVPD" orbital_gap_ev=9.81 homo_energy_ev=-14.36 total_charge=+1
C 0.76 0.41 -0.70
C 0.98 1.91 -0.77
C 0.51 -0.45 -1.96
C 0.75 -1.49 1.19
C -2.31 0.27 1.28
N 0.84 0.01 0.75
S 2.27 0.78 0.10
H -2.13 -0.56 1.92
H 1.36 2.14 -1.75
H 0.39 2.68 -0.35
H 0.96 -1.46 -1.81
H 0.97 0.08 -2.90
H -0.56 -0.61 -2.11
H -0.22 -1.65 1.81
H 0.95 -2.22 0.41
H 1.68 -1.45 1.78
H -2.11 0.05 0.18
H -3.36 0.41 1.11
H -1.73 1.16 1.81

---

iii:
19
Properties=species:S:1:pos:R:3 method="wB97M-V/def2-TZVPD" orbital_gap_ev=8.46 smiles="C[C@H](C=S)[NH+](C)C" homo_energy_ev=-12.92 total_charge=+1
C -0.64 0.16 2.03
C -1.16 -1.62 0.32
C 0.93 1.59 0.02
C 0.36 -0.20 -1.46
C -0.19 -0.55 0.71
N -0.06 0.55 -0.28
S 0.28 0.41 3.34
H -1.72 0.36 1.96
H -0.77 -2.55 -0.14
H -2.01 -1.31 -0.11
H -1.52 -2.13 1.38
H 1.16 2.15 -0.96
H 0.61 2.33 0.80
H 1.80 1.15 0.59
H 1.42 -0.49 -1.33
H -0.29 -1.03 -1.52
H 0.21 0.32 -2.38
H 0.83 -0.95 0.97
H -0.99 0.90 -0.47

---

Quick ranking, most stable first: iii, ii, i.